No. 1
Formula: C19H15IrN3O6S
Source: OMol25
Level of theory: wB97M-V/def2-TZVPD

Structure (XYZ):
```
45
C19H15IrN3O6S, DFT wB97M-V/def2-TZVPD
N 2.105 -1.121 0.045
C 2.915 -3.226 0.291
C -1.594 3.846 -0.195
H -5.317 -3.599 1.757
O -1.093 -1.717 -2.322
C 4.233 -1.683 -0.968
H -0.031 1.935 -2.674
C -3.856 -2.042 1.550
H -4.846 -4.611 -0.491
C 0.722 3.285 0.275
N 0.516 2.335 -0.731
C -1.428 3.282 -1.499
H 2.773 3.162 0.220
C 4.036 -2.977 -0.478
C -4.594 -3.131 1.099
C -4.314 -3.720 -0.156
H 4.688 -3.793 -0.752
O -2.316 1.022 1.102
C -0.334 2.482 -1.745
H 2.763 -4.244 0.635
O 4.435 1.325 -1.285
H 2.086 4.894 0.130
C 3.509 0.756 -0.716
C -2.842 -1.572 0.721
H 2.611 3.437 2.503
C -3.415 -3.082 -1.010
H -0.482 4.367 1.618
H -2.155 3.424 -2.292
O -1.045 -0.684 2.401
C -1.379 -1.428 -1.164
H -2.536 4.234 0.151
C 3.296 -0.730 -0.553
C -0.475 3.883 0.648
Ir 0.862 0.389 -0.146
C 1.961 -2.301 0.629
H 1.197 -2.480 1.409
C -2.592 -2.031 -0.551
C 2.058 3.878 0.645
O 2.097 4.121 2.049
O 2.605 1.323 0.080
H -3.325 -3.478 -2.019
H -4.028 -1.558 2.510
H 5.013 -1.341 -1.626
N -0.758 -0.527 -0.284
S -1.724 -0.300 1.191
```

Output
2S+1: 5
Net charge: +1
Energy above the lowest of the compared OMol25 structures with the same formula, charge and spin in kJ/mol: 167.2
⟨S²⟩: 6.02
F_max in eV/Å: 3.64
Highest occupied orbital energy (spin up / spin down) in hartree: -0.3696 / -0.4698

---

No. 2
Formula: C19H15MoN3PS4
Source: OMol25
Level of theory: wB97M-V/def2-TZVPD

Structure (XYZ):
```
43
C19H15MoN3PS4, DFT wB97M-V/def2-TZVPD
C 2.143 -0.283 -1.830
N -1.507 -1.619 0.005
H 1.502 -0.930 -5.097
C -2.618 -3.724 -0.112
C 1.980 2.464 0.386
H 3.368 -0.860 -3.489
H 3.605 1.587 3.793
C -2.536 -2.405 -0.429
S -6.948 1.420 3.342
H 2.972 -0.233 -1.134
H -3.293 -1.921 -1.042
H -0.803 -0.393 -4.376
C 3.147 1.826 2.843
N -1.820 2.240 -0.615
H 4.324 3.590 2.546
C 1.588 1.317 1.089
H 1.548 2.700 -0.579
C 0.011 -0.376 -3.664
H -1.239 0.221 -2.095
C -0.197 -0.045 -2.340
S -3.884 0.824 3.210
C -0.507 -3.503 1.059
H -1.609 -5.318 0.937
C 2.156 1.006 2.329
C 2.961 3.280 0.920
C -1.723 3.457 -0.864
S -3.697 0.475 1.111
P 0.414 0.263 0.316
H 1.301 -1.588 1.555
C -0.497 -2.152 0.716
H 3.281 4.163 0.383
C 0.847 0.006 -1.406
H 0.309 -3.924 1.631
Mo -1.959 0.436 -0.257
C 2.366 -0.626 -3.157
C 3.547 2.956 2.139
N 0.483 -1.256 1.064
C -1.574 -4.272 0.659
C -5.500 1.113 3.229
C 1.311 -0.672 -4.063
S -1.636 4.934 -1.159
H 1.829 0.148 2.903
H -3.447 -4.325 -0.455
```

Output
2S+1: 1
Net charge: +3
F_max in eV/Å: 0.83
Highest occupied orbital energy (spin up / spin down) in hartree: -0.6436 / -0.6436

---

No. 3
Formula: C19H15N2O5Ru
Source: OMol25
Level of theory: wB97M-V/def2-TZVPD

Structure (XYZ):
```
42
C19H15N2O5Ru, DFT wB97M-V/def2-TZVPD
H -1.533 0.340 3.447
H -3.818 1.022 -4.050
C 1.431 2.407 -0.366
C 4.468 0.575 -0.152
O 0.757 -1.607 0.959
C -0.641 0.318 -3.194
C 4.944 -0.549 0.535
H -4.254 -0.936 -0.417
O 0.391 2.483 0.223
C -4.174 -0.786 1.699
C -2.137 0.100 2.580
C 4.150 -1.321 1.401
H 0.807 -0.921 -1.101
H 0.975 -2.973 3.276
H 1.138 0.584 -1.417
C 2.832 -0.948 1.553
C -3.120 0.572 -2.083
H -3.802 -0.491 3.796
H -4.099 0.722 -1.651
C -3.418 -0.385 2.789
H 4.547 -2.190 1.907
C -3.662 -0.610 0.429
C 3.138 0.897 0.104
Ru 0.496 0.354 1.266
O 0.728 -0.694 2.910
C -1.710 0.603 -4.020
C -2.062 0.226 -1.226
C -2.393 -0.053 0.205
O 1.761 -2.766 2.753
H 5.094 1.122 -0.840
H 5.974 -0.843 0.373
C -0.803 0.155 -1.820
N 2.471 0.184 0.922
H -1.564 0.731 -5.084
C -1.572 0.251 1.306
C 1.503 -1.560 2.151
N 0.398 0.012 -1.036
C -2.963 0.755 -3.443
H 0.357 0.232 -3.611
O 1.809 3.232 -1.322
H 2.706 2.989 -1.582
H -5.151 -1.233 1.832
```

Output
2S+1: 2
Net charge: 0
Energy above the lowest of the compared OMol25 structures with the same formula, charge and spin in kJ/mol: 390.5
⟨S²⟩: 0.76
F_max in eV/Å: 4.64
Highest occupied orbital energy (spin up / spin down) in hartree: -0.2819 / -0.2779

---

No. 4
Formula: C19H15N5
Source: OMol25
Level of theory: wB97M-V/def2-TZVPD

Structure (XYZ):
```
39
C19H15N5, DFT wB97M-V/def2-TZVPD
H 1.831 -4.519 -0.575
C 0.182 1.803 3.296
C -0.788 -3.922 -0.512
H -1.364 0.366 -2.464
C 0.251 -3.014 -0.751
H -1.114 -1.378 1.022
C 1.591 -3.473 -0.771
H 0.923 0.203 -1.592
C 2.664 -2.604 -0.975
C 1.076 -0.816 -1.312
H 3.212 -0.579 -1.500
H 3.841 3.997 -0.555
C -0.294 2.444 1.197
C -1.376 -1.225 -1.051
H -0.504 -4.954 -0.377
N -0.413 3.214 0.066
H -2.876 -4.224 -0.286
H -0.678 -1.441 2.710
C 1.649 4.418 -0.252
C -2.370 -2.166 -0.737
N -0.213 0.546 3.120
H -0.315 5.060 -0.840
H 0.517 2.059 4.288
N -1.115 -0.942 1.938
C -0.048 -1.665 -1.027
C 2.386 -1.299 -1.311
N 0.127 2.775 2.410
C -1.117 1.278 -0.502
N -0.965 2.483 -0.973
H -3.397 -1.846 -0.664
C -0.753 1.185 0.897
C -0.683 0.286 1.934
C -2.084 -3.508 -0.500
C 2.824 4.289 -0.432
H -2.807 0.333 -1.442
C 0.209 4.527 -0.027
H 3.678 -2.985 -0.925
H 0.042 5.100 0.893
C -1.727 0.191 -1.417
```

Output
2S+1: 1
Structure (SMILES): C#CCn1nc(Cc2cccc3ccccc23)c2c(N)ncnc21
Net charge: 0
Energy above the lowest of the compared OMol25 structures with the same formula, charge and spin in kJ/mol: 210.7
F_max in eV/Å: 3.94
Highest occupied orbital energy in hartree: -0.3088